The following is a DFT calculation (ωB97M-V with the def2-TZVPD basis set) of 14 unconnected molecules or ions with the total composition C6H36O14 at a distorted geometry.

Structure (XYZ):
```
56
Properties=species:S:1:pos:R:3:nbo_charge:R:1
O -0.788 -3.142 1.179 -0.979
O -1.846 1.970 -2.207 -0.593
O -0.843 1.707 3.929 -1.012
O 2.376 1.057 -1.472 -1.039
O 0.607 3.028 -1.830 -0.949
O -1.859 -3.452 -1.246 -0.995
O -0.346 -2.733 -3.330 -1.008
O 1.571 2.387 0.747 -0.978
O 3.079 -1.601 -0.888 -0.965
O 1.868 -3.292 0.794 -1.000
O 1.670 -0.973 -3.071 -1.004
O -2.663 0.037 2.921 -0.967
O -2.635 3.206 0.043 -1.019
O -0.667 3.383 1.836 -0.992
C 0.665 -0.294 1.827 -0.202
C 0.259 -0.242 0.567 -0.227
C -1.549 -0.176 -1.212 -0.521
C -1.144 0.172 0.221 -0.471
C 2.051 -0.701 2.231 -0.675
C -1.202 0.942 -2.174 0.496
H 2.251 -2.620 0.215 0.513
H -0.367 0.854 -2.854 0.136
H 0.450 3.189 -0.942 0.492
H -2.739 -3.365 -1.084 0.472
H 1.850 2.020 1.535 0.483
H -1.423 -3.343 -0.359 0.515
H 2.056 0.364 -2.087 0.497
H 0.059 3.109 1.322 0.487
H -2.374 2.764 -0.836 0.515
H -1.057 -1.100 -1.571 0.223
H 0.886 -1.603 -3.182 0.534
H -1.889 -0.296 0.902 0.261
H -2.580 -0.361 -1.299 0.231
H 0.532 3.830 -2.336 0.497
H -0.943 -2.273 1.508 0.486
H 2.225 -4.192 0.558 0.488
H -0.759 2.337 3.150 0.513
H -0.017 -0.032 2.652 0.228
H 0.875 -0.537 -0.296 0.201
H 0.184 -3.199 1.088 0.512
H 2.833 -0.622 1.496 0.203
H -3.329 0.676 2.681 0.459
H 1.754 1.757 0.075 0.501
H -1.425 3.365 1.235 0.505
H 2.056 -1.806 2.511 0.254
H -3.653 3.318 0.071 0.492
H 3.083 -0.722 -0.593 0.486
H -0.878 -3.009 -2.552 0.523
H 1.862 1.895 -1.701 0.505
H 2.160 -1.067 -3.875 0.490
H 2.631 -1.514 -1.727 0.491
H -1.314 1.234 0.391 0.228
H -0.882 -3.035 -4.136 0.492
H -1.070 2.278 4.702 0.480
H 2.368 -0.132 3.126 0.214
H -2.019 0.556 3.346 0.492
```

Orbital gap: 9.07 eV
DFT total energy: -1303.5623 Eh
Energy relative to the best compared isomer or geometry (same formula, charge and spin): 44.6 kcal per mole
HOMO: -8.86 eV

---

The following is a DFT calculation (ωB97M-V with the def2-TZVPD basis set) of 13 unconnected molecules or ions with the total composition C6H37NO13 at a distorted geometry.

Structure (XYZ):
```
57
Properties=species:S:1:pos:R:3:nbo_charge:R:1
O -3.099 2.253 -1.147 -0.973
O -1.407 1.769 2.296 -0.992
O -1.538 -3.379 3.161 -0.972
O -0.409 -3.957 0.448 -0.970
O -2.550 -2.942 -0.609 -0.969
O -2.413 0.270 -2.831 -0.985
O -0.393 -1.056 3.706 -0.965
O -0.567 2.328 -0.103 -1.022
O 1.835 -2.810 2.130 -0.957
O -0.580 -0.788 -1.308 -0.713
O -1.706 -0.649 1.448 -1.008
O 3.093 2.429 -0.675 -0.992
O 1.312 3.986 -1.421 -0.937
N 1.325 0.489 -1.603 -0.665
C 0.603 1.199 -2.746 -0.242
C 1.236 -1.262 0.173 -0.514
C 2.343 -0.400 0.930 -0.396
C 0.554 -0.483 -0.939 0.698
C 1.804 0.799 1.620 -0.619
C 0.480 0.308 -4.046 -0.624
H 2.420 -3.106 2.807 0.472
H 3.016 -0.968 1.615 0.229
H 2.325 3.076 -0.819 0.480
H 2.119 0.992 -1.256 0.458
H 1.794 -2.228 -0.227 0.260
H -3.016 -0.390 -2.509 0.477
H -1.581 -0.056 -2.500 0.500
H -2.233 -2.874 2.675 0.463
H -3.157 1.691 -1.880 0.510
H -0.316 -2.937 0.494 0.466
H -0.943 -0.644 3.118 0.491
H -1.461 2.488 -0.589 0.537
H 3.130 -0.052 0.155 0.199
H -3.915 2.259 -0.674 0.484
H -1.914 0.280 1.617 0.495
H -1.937 -0.826 0.542 0.485
H 1.145 1.325 0.825 0.176
H -2.263 1.937 2.533 0.469
H 2.457 1.497 2.043 0.229
H 1.321 4.631 -0.559 0.489
H -0.506 -0.344 -3.871 0.228
H -2.458 -3.833 -0.227 0.493
H 1.395 0.552 2.595 0.208
H -0.903 -4.068 1.287 0.496
H -1.242 -2.593 3.573 0.492
H -0.401 1.702 -2.416 0.194
H 0.668 -1.476 0.947 0.230
H -1.807 -2.365 -0.393 0.469
H -0.994 2.423 1.578 0.526
H 1.248 -0.391 -3.956 0.214
H 0.563 -1.098 3.397 0.493
H -0.298 1.422 -0.065 0.501
H 0.508 3.463 -1.238 0.515
H 1.333 2.035 -2.828 0.209
H 1.699 -3.628 1.636 0.494
H 3.711 2.969 -1.111 0.466
H 0.570 1.026 -4.806 0.222
```

Orbital gap: 10.14 eV
DFT total energy: -1283.5779 Eh
Energy relative to the best compared isomer or geometry (same formula, charge and spin): 113.0 kcal per mole
HOMO: -10.11 eV

---

The following is a DFT calculation (ωB97M-V with the def2-TZVPD basis set) of 13 unconnected molecules or ions with the total composition C6H38NO13 at a distorted geometry.

Structure (XYZ):
```
58
Properties=species:S:1:pos:R:3:nbo_charge:R:1
O -2.531 3.217 -0.846 -1.038
O -3.309 0.605 -1.623 -0.980
O 4.566 0.221 1.388 -0.974
O 0.984 1.504 -1.422 -0.862
O 2.839 -0.132 -1.084 -1.202
O -4.068 -0.710 0.667 -1.000
O 2.695 -0.721 3.560 -0.962
O 1.855 -2.659 -2.388 -0.980
O 2.721 -2.339 0.148 -1.052
O -3.398 -0.120 3.295 -0.969
O -1.268 -1.189 -2.246 -0.952
O 0.933 1.458 -3.998 -0.997
O -1.167 2.659 -3.064 -0.979
N -0.969 0.161 1.363 -0.672
C 1.138 1.705 1.032 -0.461
C -0.284 -3.278 1.927 -0.622
C -1.080 -2.247 1.136 -0.422
C -0.248 -0.973 0.769 -0.234
C 0.742 2.346 -0.325 -0.062
C -0.158 1.321 1.735 -0.213
H -0.143 -0.787 -0.309 0.207
H 1.313 3.318 -0.406 0.131
H -1.770 -0.394 -2.006 0.483
H 0.744 -1.083 1.211 0.188
H 0.141 -4.127 1.402 0.208
H -0.450 -0.918 -2.666 0.460
H -0.396 3.199 -3.260 0.492
H 2.641 -1.437 -0.394 0.506
H 2.080 -1.104 2.911 0.465
H -2.566 0.285 3.004 0.492
H -4.040 -1.022 -0.240 0.507
H 2.513 -2.807 -1.668 0.493
H -0.703 1.785 -2.864 0.511
H 1.679 0.807 0.743 0.237
H 4.365 -0.553 0.837 0.492
H 3.412 -0.317 -1.836 0.457
H -3.561 1.204 -0.907 0.517
H -1.965 -1.869 1.628 0.209
H 1.167 1.757 -3.089 0.501
H 3.488 -0.596 3.017 0.493
H 1.795 2.283 1.693 0.213
H -1.009 -3.856 2.494 0.205
H -2.138 3.062 -1.740 0.516
H -1.332 -2.670 0.152 0.208
H 1.263 -1.975 -2.061 0.464
H -0.814 2.203 1.751 0.178
H 4.238 0.872 0.752 0.487
H -2.778 1.052 -2.286 0.480
H 1.895 -2.839 0.100 0.461
H 0.152 1.171 2.788 0.176
H 0.384 -2.687 2.555 0.205
H -0.297 2.653 -0.324 0.178
H 0.951 0.499 -3.997 0.469
H -2.432 4.046 -0.374 0.484
H -1.710 0.492 0.756 0.369
H -3.988 0.076 2.560 0.472
H -3.879 -1.335 1.366 0.494
H 1.757 0.785 -1.315 0.526
```

Orbital gap: 8.45 eV
Net charge: -1
DFT total energy: -1284.3072 Eh
Energy relative to the best compared isomer or geometry (same formula, charge and spin): 82.0 kcal per mole
HOMO: -5.92 eV

---

The following is a DFT calculation (ωB97M-V with the def2-TZVPD basis set) of 14 unconnected molecules or ions with the total composition C6H38NO14 at a distorted geometry.

Structure (XYZ):
```
59
Properties=species:S:1:pos:R:3:mulliken_spin:R:1
O 0.419 3.853 0.749 -0.002
O -4.049 0.396 -1.079 -0.002
O -0.908 -0.264 -2.052 0.290
O 1.900 -3.126 2.300 0.004
O -2.874 -3.198 -1.177 0.001
O -0.993 -3.487 1.216 0.000
O -0.229 -3.510 -2.055 0.012
O -2.779 -1.278 1.884 -0.003
O 3.003 3.117 -0.051 -0.002
O -2.989 -1.316 -2.928 0.003
O -1.752 2.566 2.107 0.003
O 0.854 3.334 -2.024 -0.005
O 2.170 -1.321 -3.061 0.007
O -2.647 2.282 -0.306 0.000
N 1.554 0.744 -1.229 0.035
C 2.128 1.517 2.363 0.010
C 2.307 0.436 1.608 0.023
C 1.135 -0.255 0.918 0.188
C 3.676 -0.190 1.783 0.002
C 0.478 0.463 -0.247 -0.166
C -0.556 -0.577 -0.893 0.688
H -0.092 -3.137 1.365 0.002
H 3.719 -1.077 1.118 -0.001
H 1.938 -0.191 -1.573 -0.013
H -0.328 4.358 1.163 -0.001
H -3.280 0.033 -0.632 0.014
H 3.006 -1.627 -2.716 -0.002
H -3.601 2.307 -0.537 0.001
H 1.552 -1.206 0.578 -0.060
H 0.017 1.433 0.042 0.041
H 2.337 1.340 -0.773 -0.004
H -1.394 -2.592 1.370 0.008
H 4.385 0.583 1.651 0.000
H -2.367 1.782 -1.080 -0.008
H -0.613 -3.998 -2.789 0.001
H 1.198 4.063 -2.538 0.002
H 1.173 2.060 2.500 0.000
H -2.181 2.333 1.256 0.007
H 2.052 -3.926 1.804 0.000
H 3.679 -0.555 2.844 0.000
H -3.270 -1.571 2.664 0.004
H 0.322 3.608 -1.270 -0.001
H 2.190 3.568 0.164 0.000
H -0.885 -3.488 -1.286 0.002
H 3.472 3.138 0.794 0.000
H -3.155 -3.699 -0.395 0.000
H 1.561 -2.038 -3.210 0.000
H -2.584 -2.125 -3.244 0.000
H 2.392 -3.191 3.110 0.000
H -1.028 -1.305 -0.249 -0.058
H -2.334 3.020 2.701 0.000
H -4.253 -0.022 -1.915 0.000
H -3.481 -2.461 -1.177 0.002
H -2.531 -0.665 -3.472 0.002
H 0.387 -0.421 1.679 -0.028
H 1.167 1.322 -2.010 0.004
H 0.229 2.917 0.886 -0.004
H 2.917 1.935 2.941 0.000
H -2.161 -0.691 2.414 0.004
```

Orbital gap (alpha / beta): 4.21 / 7.35 eV
DFT total energy: -1359.3753 Eh
2S+1: 2
Energy relative to the best compared isomer or geometry (same formula, charge and spin): 8.4 kcal per mole
Expectation value of S²: 0.7533
HOMO (alpha / beta): -3.93 / -7.08 eV

---

The following is a DFT calculation (ωB97M-V with the def2-TZVPD basis set) of 13 unconnected molecules or ions with the total composition C6H39NO12 at a distorted geometry.

Structure (XYZ):
```
58
Properties=species:S:1:pos:R:3:nbo_charge:R:1
O -0.006 1.510 3.438 -1.005
O -1.748 -0.354 -2.349 -0.991
O 0.193 -2.253 -3.703 -0.971
O 3.830 3.644 -0.336 -0.956
O 2.380 2.591 2.703 -0.970
O -1.885 -4.223 -0.412 -0.955
O -1.266 2.438 1.203 -0.980
O -3.132 0.587 0.925 -0.968
O -0.581 -3.449 3.310 -0.944
O -3.756 -1.626 -1.340 -0.971
O -2.218 2.313 -1.384 -0.989
O 1.351 -4.611 0.054 -0.932
N 0.177 -0.774 1.473 -0.852
C 2.344 -0.851 0.740 -0.635
C 1.422 1.291 -1.235 -0.212
C 1.200 -0.006 0.734 -0.075
C 1.044 2.691 -0.673 -0.601
C 0.617 0.216 -0.738 -0.422
C 1.636 1.422 -2.804 -0.613
H -0.546 -2.907 -4.049 0.461
H 4.644 3.445 -0.777 0.482
H 0.791 -0.868 -1.207 0.211
H 0.185 -3.805 2.726 0.484
H 0.907 1.893 3.593 0.510
H 1.238 0.919 1.277 0.196
H 2.287 -1.518 1.523 0.236
H -1.092 -4.254 3.532 0.461
H -0.038 -1.617 0.953 0.355
H -4.566 -1.581 -1.958 0.491
H 0.973 -5.512 0.172 0.462
H 0.717 1.779 -3.348 0.204
H -0.368 -1.683 -3.085 0.502
H 3.738 4.570 -0.123 0.480
H -0.650 -0.355 1.621 0.352
H -1.633 0.495 -2.056 0.481
H -2.589 -0.732 -2.127 0.489
H 0.079 0.557 3.538 0.498
H -0.532 0.230 -0.743 0.214
H -3.992 -0.918 -0.619 0.514
H -3.192 1.384 1.432 0.490
H -0.811 1.964 1.851 0.502
H -2.673 -4.691 -0.074 0.464
H 0.995 -4.423 -0.764 0.470
H 1.538 3.403 -1.331 0.231
H 0.110 2.976 -1.023 0.181
H 3.152 2.067 2.742 0.488
H 2.485 -1.476 -0.201 0.213
H -1.017 3.316 1.602 0.469
H 2.492 1.949 -2.924 0.198
H 2.126 2.812 1.751 0.501
H 1.789 0.401 -3.265 0.223
H 3.259 -0.358 0.830 0.203
H -2.294 -3.301 -0.558 0.489
H -2.919 3.011 -1.069 0.488
H -2.775 0.818 0.109 0.479
H 0.990 2.889 0.417 0.178
H 2.532 0.965 -0.886 0.193
H -1.450 2.455 -0.831 0.501
```

Orbital gap: 8.42 eV
DFT total energy: -1209.4992 Eh
Energy relative to the best compared isomer or geometry (same formula, charge and spin): 122.5 kcal per mole
HOMO: -8.23 eV

---

The following is a DFT calculation (ωB97M-V with the def2-TZVPD basis set) of 13 unconnected molecules or ions with the total composition C6H39NO13 at a distorted geometry.

Structure (XYZ):
```
59
Properties=species:S:1:pos:R:3:nbo_charge:R:1
O 1.968 -2.989 0.083 -0.982
O -1.029 -0.811 3.948 -0.981
O 1.704 4.369 0.698 -0.948
O 1.464 -0.679 3.716 -0.971
O 3.165 -2.236 2.434 -1.017
O -2.027 0.369 -3.825 -0.960
O -4.826 0.771 0.674 -1.000
O 3.819 -0.641 0.285 -0.939
O 0.994 -1.143 -4.842 -0.740
O -2.640 -1.036 0.576 -1.000
O -0.554 -2.885 1.519 -0.969
O -2.860 0.955 2.609 -1.023
O -4.115 1.405 -2.010 -0.960
N -0.832 2.526 1.245 -0.864
C 0.135 1.430 1.152 -0.205
C 0.566 -0.826 -1.803 -0.423
C -0.196 0.361 -1.179 -0.446
C 1.835 -0.358 -2.595 -0.454
C 0.702 1.211 -0.272 -0.458
C 1.371 -0.020 -3.978 -0.081
H -3.677 0.997 2.065 0.507
H -0.743 0.943 -1.929 0.207
H -0.137 -3.695 1.854 0.481
H -3.753 0.768 -2.652 0.492
H -1.292 -0.211 -4.094 0.490
H -1.047 -0.091 -0.655 0.241
H 4.457 0.009 -0.004 0.463
H 2.583 -2.771 0.830 0.501
H -5.185 1.234 -0.095 0.506
H 1.642 0.691 -0.012 0.220
H -3.280 1.608 -1.571 0.468
H 0.938 1.655 1.866 0.179
H 2.657 -3.211 -0.554 0.467
H 0.601 0.731 -4.151 0.177
H 0.974 -1.894 -4.254 0.462
H -2.299 -0.494 1.307 0.498
H 0.933 -0.310 2.991 0.493
H 1.081 2.094 -0.798 0.195
H 2.129 3.528 0.502 0.476
H 0.831 -0.855 4.426 0.514
H -1.740 -1.154 3.401 0.500
H -0.156 -1.499 -2.269 0.203
H -0.228 3.316 1.014 0.379
H 0.201 -2.391 1.169 0.489
H 1.863 4.592 1.623 0.480
H 2.486 -1.209 -2.391 0.226
H -2.456 1.800 2.327 0.497
H 0.931 -1.360 -0.906 0.239
H 2.308 0.539 -2.204 0.221
H 2.462 -1.649 2.824 0.516
H -1.421 2.571 0.415 0.349
H -1.349 0.038 4.287 0.491
H -4.489 -0.098 0.433 0.508
H -2.148 0.890 -4.629 0.477
H -0.270 0.462 1.496 0.179
H 4.387 -1.318 0.657 0.478
H -2.440 -1.967 0.694 0.500
H 2.221 0.373 -4.582 0.171
H 3.783 -2.441 3.134 0.481
```

Orbital gap: 9.75 eV
DFT total energy: -1284.8443 Eh
Energy relative to the best compared isomer or geometry (same formula, charge and spin): 79.5 kcal per mole
HOMO: -9.64 eV

---

- What is the energy relative to the best compared isomer or geometry (same formula, charge and spin) in the third record?
  82.0 kcal per mole